Formula: C32H82N6O10
Source: OMol25
Level of theory: ωB97M-V/def2-TZVPD

Calculated values
- 2S+1: 1
- E_HOMO: -7.572 eV
- Charge: 0
- Orbital gap: 7.786 eV
- E: -2349.2585 a.u.
- Molar mass: 711.04 u
- Structure (SMILES): CC1(C)CCCC(C)(C)N1O.CC1(C)CCCC(C)(C)N1O.NC(N)=O.NC(N)=O.CCO.CCO.CCO.CCO.CCO.CCO

Geometry as XYZ:
```
130
Properties=species:S:1:pos:R:3:lowdin_charge:R:1
O -0.451 -2.807 0.766 -0.100
O 0.425 -0.699 -0.866 -0.096
O 5.988 -0.848 -2.142 -0.084
O 1.506 -1.374 -3.726 -0.115
O -5.302 -0.085 -3.563 -0.009
O 0.174 0.314 -5.670 0.006
O -3.159 -0.825 3.240 -0.059
O 1.868 6.680 1.877 0.003
O 0.786 -3.579 3.334 -0.021
O -0.375 4.216 1.446 -0.111
N 2.403 4.502 2.242 0.163
N 1.049 1.899 -7.079 0.165
N 0.379 2.460 -4.967 0.180
N -4.140 0.655 -3.314 -0.111
N 1.603 -2.452 3.402 -0.111
N 3.974 6.139 2.568 0.146
C -0.279 3.979 3.933 -0.074
C 2.092 -0.255 4.193 -0.126
C 1.084 0.548 -0.664 -0.278
C 0.932 -2.689 -3.814 -0.249
C 3.716 -1.406 2.626 -0.141
C -2.529 1.207 2.129 -0.085
C -0.969 4.576 2.688 -0.294
C 4.092 -2.027 -1.300 -0.090
C -2.889 -0.155 -3.355 -0.447
C -1.761 1.750 -2.007 -0.164
C -0.200 -1.133 4.413 -0.027
C -2.919 -1.307 -2.345 -0.027
C 1.612 -2.119 5.885 -0.020
C -0.590 -2.582 -3.767 -0.080
C -4.312 1.677 -2.276 -0.507
C -2.773 -0.715 -4.793 -0.022
C 1.272 -1.545 4.511 -0.491
C -1.675 0.781 -3.188 -0.148
C 2.951 -2.692 2.900 -0.501
C 2.694 5.827 2.216 -0.674
C 0.736 1.060 0.726 -0.040
C -2.315 -4.254 1.179 -0.061
C -1.520 -3.477 0.143 -0.315
C -2.767 -0.280 2.019 -0.352
C 4.704 -1.349 -2.525 -0.307
C -4.575 1.070 -0.886 -0.021
C 0.526 1.483 -5.900 -0.626
C 3.774 -3.603 3.818 -0.022
C 2.811 -3.352 1.523 -0.046
C -3.036 2.549 -2.233 -0.126
C -5.449 2.629 -2.710 -0.025
C 3.582 -0.491 3.854 -0.175
H 3.736 -3.504 0.967 0.070
H 1.101 2.879 -7.275 0.099
H -2.007 4.221 2.695 0.098
H 0.950 0.252 1.426 0.062
H 0.763 1.222 -1.471 0.092
H 1.309 -3.266 -2.970 0.108
H 3.076 3.844 2.577 0.094
H 2.092 -2.867 0.863 0.070
H -1.155 -4.183 -0.615 0.115
H 0.351 4.728 4.412 0.069
H 3.954 0.506 3.593 0.101
H 3.177 -4.208 4.501 0.078
H 4.765 -1.582 2.389 0.127
H 0.781 3.375 -5.049 0.106
H -4.976 1.727 -0.117 0.093
H -0.163 -2.068 0.193 0.049
H 3.029 -2.193 -1.490 0.055
H 4.262 7.100 2.572 0.102
H -3.097 -1.780 3.286 0.072
H -1.055 -2.562 -2.784 0.041
H 4.077 -0.491 -2.782 0.094
H 4.574 -2.985 -1.105 0.075
H 4.400 -4.274 3.223 0.081
H -2.980 3.023 -3.216 0.121
H -0.711 4.788 0.753 0.098
H -0.396 -0.365 5.161 0.093
H -0.889 2.389 -2.161 0.100
H -3.580 -1.452 -4.865 0.092
H -2.819 -3.523 1.820 0.060
H -3.164 3.314 -1.465 0.122
H -3.578 -0.456 1.302 0.099
H 2.129 0.474 5.009 0.119
H -1.650 -4.809 1.844 0.079
H -0.414 -0.688 3.440 0.062
H -1.014 -3.386 -4.382 0.108
H -3.929 -1.641 -2.085 0.087
H -0.843 -2.003 4.543 0.083
H 0.162 -3.424 2.607 0.064
H 1.445 -3.197 5.886 0.081
H 0.546 -0.926 -1.804 0.059
H 0.347 3.143 3.625 0.061
H -5.292 0.247 -0.979 0.083
H -1.047 3.695 4.648 0.073
H 2.469 -4.386 1.646 0.089
H -2.201 -2.787 -0.370 0.086
H -2.588 -0.967 -1.358 0.069
H 1.658 0.259 3.334 0.084
H -2.270 1.768 1.234 0.055
H -3.536 1.574 2.372 0.084
H -5.133 2.910 -3.716 0.086
H 3.292 -0.871 1.772 0.104
H 1.174 2.042 0.881 0.071
H -3.651 0.593 -0.563 0.035
H 1.252 -3.136 -4.758 0.114
H 4.638 5.431 2.803 0.087
H 4.491 -3.114 4.485 0.075
H 4.714 -2.027 -3.380 0.111
H -1.672 1.311 -4.134 0.094
H -1.756 1.197 -1.070 0.090
H 4.210 -0.820 4.682 0.099
H -5.511 3.479 -2.034 0.083
H -0.785 0.145 -3.180 0.100
H -2.303 -2.148 -2.658 0.032
H -1.911 1.449 2.993 0.075
H -3.006 0.041 -5.537 0.099
H -0.349 1.188 0.762 0.041
H -5.342 -0.748 -2.847 0.078
H 1.328 -0.896 -4.563 0.064
H 2.643 -1.850 6.120 0.075
H -1.836 -1.260 -4.901 0.021
H -3.072 -4.930 0.787 0.078
H -1.876 -0.774 1.612 0.094
H 2.162 0.511 -0.858 0.111
H 4.147 -1.439 -0.384 0.060
H 6.545 -0.762 -2.921 0.075
H 0.967 1.229 -7.824 0.112
H -0.994 5.667 2.760 0.113
H 0.988 -1.741 6.698 0.079
H -0.023 2.219 -4.082 0.063
H -6.401 2.104 -2.754 0.079
H -0.900 -1.715 -4.353 0.016
H 1.434 4.263 2.045 0.047
```